Entry 1:
135
Properties=species:S:1:pos:R:3:forces:R:3 method="wB97M-V/def2-TZVPD" lumo_energy_ev=0.58 multiplicity=1 mol_weight_g_mol=841.23 charge=0 orbital_gap_ev=9.509
C 5.23254 1.11028 3.86016 0.571 0.388 0.289
C 5.62931 1.60985 2.60935 0.330 -0.655 1.675
C 4.69062 1.79576 1.61928 2.942 0.766 -0.210
C 3.40499 1.66230 1.92873 -2.749 -0.561 0.469
C 3.00125 1.31191 3.22682 -0.866 -0.689 -0.314
C 3.89822 0.98872 4.22048 0.676 0.323 -1.176
H 5.92194 0.80784 4.63452 0.608 0.280 -0.171
H 6.66253 1.87239 2.43636 0.172 -0.366 -0.082
H 5.13107 2.07886 0.67469 -0.670 0.111 -0.432
H 2.66782 1.75174 1.14453 -0.290 0.102 0.069
H 1.96006 1.08615 3.40390 -0.223 0.498 -0.059
H 3.64897 0.61399 5.20224 -0.317 0.056 -0.036
C -4.06585 -3.85360 1.80370 -1.569 -1.013 0.351
C -2.78222 -3.41362 1.62029 -0.519 -0.507 -0.281
C -2.60749 -2.40078 0.70850 1.610 0.332 0.259
C -3.65463 -1.80682 0.03592 0.458 0.321 0.575
C -4.93423 -2.23689 0.27743 -0.643 -1.118 -0.547
C -5.15594 -3.36012 1.10424 0.512 1.583 -0.169
H -4.30893 -4.64301 2.49951 0.342 -0.265 0.147
H -2.00425 -3.98930 2.09961 0.418 0.526 0.080
H -1.59457 -2.04328 0.59633 0.142 0.221 -0.418
H -3.45154 -0.95721 -0.59915 -0.059 -0.006 -0.178
H -5.69406 -1.76737 -0.32970 -0.525 -0.097 0.299
H -6.13673 -3.77121 1.29255 -0.092 0.096 -0.133
C -1.27006 -1.13763 -4.43998 0.633 -0.688 -0.252
C -0.80448 -2.45171 -4.36182 -2.261 -0.048 0.831
C -1.79320 -3.41941 -3.99688 2.018 0.766 -1.228
C -3.09928 -3.04187 -3.83878 -1.135 -0.767 0.519
C -3.56821 -1.74633 -3.95151 1.217 0.449 0.207
C -2.60350 -0.78128 -4.21531 0.186 0.165 -0.880
H -0.53760 -0.42641 -4.79222 -0.142 0.519 0.152
H 0.23274 -2.67711 -4.56126 -0.027 -0.212 0.018
H -1.49263 -4.45670 -4.00565 -0.166 -0.165 0.290
H -3.83894 -3.78997 -3.59453 0.009 -0.315 -0.020
H -4.61650 -1.53570 -3.79945 0.000 0.179 -0.109
H -2.84708 0.24543 -4.44537 -0.303 0.128 0.292
C 3.69325 0.11262 -3.84624 -0.495 0.457 -1.607
C 4.07488 1.02127 -4.87416 -0.175 -0.248 2.291
C 4.20750 0.64564 -6.18855 0.953 1.319 -0.406
C 3.95020 -0.62439 -6.56735 -1.240 -2.568 1.157
C 3.48919 -1.52102 -5.58855 -0.039 0.065 0.964
C 3.28567 -1.15770 -4.21327 1.389 -0.169 -1.744
H 3.69363 0.41722 -2.81008 -0.073 0.137 0.042
H 4.29051 1.99928 -4.46993 0.310 0.346 -0.616
H 4.69071 1.24766 -6.94385 -0.278 0.743 0.151
H 4.06408 -1.01910 -7.56617 0.244 0.278 -0.123
H 3.43620 -2.56089 -5.87535 -0.470 -0.161 0.045
H 3.07506 -1.88471 -3.44288 -0.225 -0.160 -0.200
C 1.30589 5.46802 4.17830 -0.813 1.110 2.293
C 0.11830 5.21889 4.89724 0.530 0.101 0.044
C -0.71745 4.23655 4.45376 -0.591 0.364 0.828
C -0.41033 3.54549 3.31236 -2.149 -0.974 0.010
C 0.71823 3.79542 2.64921 1.911 -0.790 -1.593
C 1.64236 4.69106 3.13839 0.624 0.612 -1.111
H 1.97536 6.28371 4.40823 -0.010 0.035 0.517
H -0.21649 5.65691 5.82593 0.555 0.765 -0.045
H -1.62483 4.11109 5.02588 -0.203 -0.485 -0.198
H -1.10075 2.82316 2.90254 -0.204 -0.095 0.077
H 0.89931 3.23285 1.74526 0.244 -0.019 -0.140
H 2.59322 4.97607 2.71290 0.014 -0.622 -0.700
C -6.09637 3.26897 -1.38591 -0.725 1.468 -0.096
C -6.27590 1.92595 -1.50580 0.632 -2.190 0.289
C -5.17976 1.07425 -1.73764 -1.131 0.347 -0.907
C -3.98198 1.60538 -2.08819 0.881 1.483 0.855
C -3.82801 3.01100 -1.96885 0.345 0.805 0.243
C -4.85593 3.87469 -1.56999 0.106 -2.130 -0.411
H -6.92616 3.94331 -1.23386 -0.350 -0.183 0.296
H -7.17679 1.34333 -1.38188 -0.632 0.796 0.163
H -5.31334 0.00957 -1.86017 -0.206 -0.142 0.311
H -3.18039 0.90483 -2.27004 0.386 0.394 -0.309
H -2.90266 3.54829 -2.11524 0.509 -0.525 -0.258
H -4.73039 4.93536 -1.40990 0.195 -0.021 -0.191
C 0.43815 -2.58490 4.52785 -1.095 0.117 -0.541
C 0.56554 -3.88475 4.07515 1.817 -0.091 -0.455
C 1.82452 -4.29359 3.60443 0.149 -0.709 0.351
C 2.96327 -3.45672 3.58057 -2.216 -0.431 -0.156
C 2.72136 -2.15287 3.92775 0.272 0.906 1.302
C 1.47999 -1.69074 4.44092 1.222 -0.545 -0.784
H -0.57267 -2.30239 4.78249 0.038 0.472 0.437
H -0.27259 -4.56588 4.07617 0.023 -0.060 0.047
H 1.92866 -5.33775 3.34895 0.078 -0.140 -0.269
H 3.94463 -3.76274 3.24936 -0.076 -0.240 0.018
H 3.60501 -1.53347 3.97160 -0.218 0.547 -0.230
H 1.36217 -0.64304 4.67507 -0.023 -0.013 0.250
C -3.49883 1.34972 2.41953 0.526 -0.021 1.545
C -3.89112 2.33545 1.54489 -0.371 0.358 0.444
C -4.68833 3.36599 2.03714 -0.596 -0.232 1.271
C -5.10984 3.33374 3.38993 0.127 0.662 -1.410
C -4.68976 2.34882 4.26943 0.220 1.353 0.136
C -3.81902 1.41302 3.81788 0.497 -1.505 -1.963
H -2.80384 0.62154 2.02818 -0.086 -0.453 0.264
H -3.55226 2.30840 0.51978 -0.101 0.075 -0.063
H -5.00453 4.18668 1.41034 -0.010 0.010 -0.083
H -5.72415 4.14322 3.75567 -0.111 0.077 0.004
H -4.86060 2.47918 5.32784 -0.376 -0.269 0.085
H -3.46199 0.66595 4.51128 0.283 -0.148 -0.126
C 1.50581 -1.01407 0.59642 1.126 -1.592 0.247
C 0.64923 -0.24782 1.28690 -0.783 1.516 0.991
C -0.12608 0.68620 0.60529 -0.690 -0.415 1.488
C -0.10125 0.76190 -0.75257 0.376 0.089 -0.771
C 0.81266 -0.01729 -1.46132 -0.439 -0.479 0.111
C 1.56934 -0.96011 -0.76235 0.120 0.563 -1.631
H 2.15055 -1.70649 1.11725 0.015 -0.190 0.156
H 0.64810 -0.32717 2.36398 -0.294 0.106 0.044
H -0.82788 1.28198 1.17002 -0.077 0.189 0.022
H -0.80052 1.42414 -1.24130 0.143 0.040 -0.191
H 0.83538 0.07532 -2.53710 0.180 -0.236 -0.110
H 2.21827 -1.66534 -1.26028 0.208 0.191 -0.312
C 5.58228 -1.19402 -0.11468 0.141 -1.150 0.595
C 5.14073 -2.61171 -0.44650 -0.658 -0.467 -0.409
O 4.77240 -2.65187 -1.80173 -0.572 0.219 -1.281
H 5.51504 -1.11405 0.97030 0.414 0.342 0.074
H 4.91718 -0.43566 -0.52777 -0.055 -0.263 -0.196
H 6.60250 -1.06318 -0.47542 -0.056 0.331 0.141
H 4.27171 -2.96226 0.11029 -0.213 0.464 0.644
H 5.83701 -3.44689 -0.37052 0.913 0.527 0.877
H 4.37514 -3.51474 -1.94043 -0.025 -0.088 -0.353
C 0.26852 -4.56205 0.04876 -0.420 0.831 -0.135
C 0.18838 -4.25958 -1.46949 0.400 1.286 1.738
O 0.70578 -5.28678 -2.22427 0.139 -1.474 -1.044
H -0.57747 -5.20571 0.28983 0.333 -0.446 0.273
H 0.13372 -3.67849 0.67265 -0.371 0.422 -0.288
H 1.22969 -4.90051 0.43565 0.021 -0.653 -0.563
H 0.79470 -3.39500 -1.73961 -0.164 0.233 0.212
H -0.84480 -4.04586 -1.74328 -0.048 0.172 0.118
H 0.01705 -5.95450 -2.26190 0.205 -0.396 -0.150
C 1.06936 3.24747 -3.53396 1.150 -3.081 0.889
C -0.04259 3.55214 -2.57162 1.565 -0.701 -0.538
O -0.18486 4.87274 -2.86457 -2.534 3.163 0.405
H 1.17234 2.16245 -3.51917 0.437 -0.372 -0.541
H 2.02178 3.61381 -3.15082 -0.104 0.377 -0.251
H 0.89338 3.55618 -4.56441 -0.180 0.142 0.177
H 0.22354 3.48056 -1.51704 0.215 -0.198 -0.080
H -0.89059 2.88969 -2.74527 -0.488 0.245 -0.103
H -0.51496 4.88563 -3.76594 -0.007 0.552 -0.079



Entry 2:
62
Properties=species:S:1:pos:R:3:forces:R:3 method="wB97M-V/def2-TZVPD" lumo_energy_ev=-0.62 multiplicity=1 mol_weight_g_mol=481.50 charge=0 orbital_gap_ev=8.210
C -3.31284 -2.35284 -1.43294 0.072 -0.113 -0.123
C -2.75128 -1.66963 -0.22968 0.580 -0.404 -0.012
C -1.54124 -2.00355 0.29394 -0.162 0.238 0.448
C -0.58153 -2.92505 -0.31847 -0.216 -0.248 -0.411
O -0.67491 -3.49078 -1.38582 0.213 -0.019 0.016
O 0.50468 -3.05080 0.47474 -0.247 -0.089 0.233
C 1.66715 -3.67526 -0.07767 0.263 -0.157 -0.328
C 2.62764 -2.59764 -0.50971 -0.126 -0.115 0.091
C 3.55780 -2.08342 0.38386 -0.025 -0.058 -0.084
C 4.39568 -1.04950 0.00416 0.101 0.010 0.033
C 4.30453 -0.51659 -1.27092 0.081 0.022 -0.024
C 3.37160 -1.01760 -2.16319 0.013 -0.001 -0.087
C 2.53440 -2.05207 -1.78370 0.042 -0.066 -0.036
C -1.01743 -1.33223 1.54011 0.121 -0.099 -0.097
C 0.18638 -0.44566 1.25296 0.097 0.129 0.053
C 1.05201 -0.12168 2.29409 -0.106 0.006 -0.205
C 2.10896 0.74007 2.08765 0.193 0.290 -0.103
C 2.28675 1.29544 0.82654 -1.031 -0.906 0.240
N 3.33076 2.25458 0.62303 0.180 0.187 0.075
O 4.30906 2.19860 1.33118 0.292 0.045 0.087
O 3.15260 3.08988 -0.24760 0.251 0.330 -0.332
C 1.45622 0.95645 -0.23300 0.307 0.201 0.109
C 0.40986 0.08480 -0.01206 0.072 -0.010 0.237
N -2.06308 -0.54301 2.15396 0.175 -0.145 0.201
C -3.20622 -0.11639 1.57889 0.116 -0.148 0.247
O -3.93082 0.68735 2.12636 -0.234 0.337 0.110
N -3.53419 -0.69843 0.35264 -0.030 0.016 0.166
C -4.79957 -0.26093 -0.21710 -0.467 0.273 -0.325
C -4.67506 0.81103 -1.30660 -0.022 0.022 0.303
C -4.00418 2.10799 -0.83893 0.148 -0.156 -0.098
C -2.48821 2.07339 -1.01454 -0.140 0.303 0.057
C -1.82178 3.39993 -0.64582 0.101 -0.275 -0.062
C -0.37202 3.38497 -1.07237 -0.134 0.037 0.052
O 0.02394 2.93298 -2.11564 0.053 -0.088 -0.322
O 0.43842 3.90932 -0.15684 0.316 0.392 0.372
H -3.57768 -1.63576 -2.20476 -0.089 0.065 -0.052
H -4.20843 -2.90908 -1.15810 -0.103 0.023 0.024
H -2.58287 -3.04587 -1.83550 -0.106 0.070 0.014
H 1.36686 -4.30349 -0.92211 0.097 0.065 0.214
H 2.08958 -4.28986 0.72038 -0.071 0.069 -0.096
H 3.62647 -2.49696 1.37948 0.005 -0.056 0.129
H 5.11700 -0.65462 0.70434 0.061 0.048 0.062
H 4.95878 0.29010 -1.56726 0.067 0.082 -0.028
H 3.29530 -0.60123 -3.15639 -0.007 0.045 -0.099
H 1.80295 -2.44145 -2.47659 -0.097 -0.061 -0.077
H -0.70492 -2.09959 2.26429 -0.048 0.193 -0.175
H 0.89403 -0.55011 3.27275 0.004 -0.064 0.145
H 2.78430 1.00914 2.88539 0.040 0.002 0.048
H 1.63179 1.36820 -1.21478 -0.017 0.055 -0.014
H -0.22986 -0.18784 -0.83687 -0.062 -0.018 -0.107
H -1.84224 -0.08971 3.02849 -0.155 0.049 -0.122
H -5.34324 -1.12266 -0.60640 0.056 0.029 0.084
H -5.36992 0.16108 0.61423 0.048 -0.178 -0.183
H -4.13233 0.42415 -2.17100 -0.051 -0.033 -0.096
H -5.69385 1.03089 -1.63150 -0.025 -0.057 -0.074
H -4.40066 2.93980 -1.42490 -0.004 0.061 0.010
H -4.25059 2.28870 0.20806 -0.072 0.093 0.023
H -2.05844 1.28622 -0.39389 0.060 -0.060 -0.067
H -2.24389 1.85163 -2.05622 0.020 -0.080 0.035
H -2.31363 4.21739 -1.17909 0.021 0.054 0.022
H -1.88288 3.59840 0.42362 -0.048 0.053 -0.019
H 1.37786 3.86220 -0.44114 -0.373 -0.192 -0.081